Computed, not measured: a structure of composition C32H26F3IrN4O2P, with ωB97M-V/def2-TZVPD.

Atoms and positions in Å:
Ir 0.6670 -0.5064 -0.7614
P -0.6118 0.4520 1.6141
F -0.4684 -3.1889 -1.3970
F 1.8604 0.4822 0.6201
F -1.9318 -1.9787 -0.2512
O 0.8120 0.2115 -5.0596
O 4.1984 -3.2066 -0.5177
N 2.7423 -1.4938 -1.1114
N -0.8293 1.0616 -2.0693
N 1.4715 -0.0290 -2.8502
N 1.0554 -2.3930 0.8109
C -1.6092 1.3683 -4.3043
C -2.9000 2.1793 -2.4753
C 2.8003 -0.1714 -3.0504
C 0.4779 0.3631 3.0793
C 3.5244 0.4268 -4.1148
C 2.6402 -3.9619 1.6448
C -0.8267 2.2754 1.5148
C -1.0208 5.0581 1.3349
C 1.7426 -4.3750 2.6149
C 0.1772 -2.8180 1.7238
C 5.5855 -0.4771 -3.1977
C 3.5115 -0.9580 -2.0630
C -4.6279 -1.1266 3.3291
C 4.9334 -1.0835 -2.1754
C -3.3995 0.0308 1.6109
C -3.4517 -1.2938 4.0424
C -2.7489 2.0027 -3.8389
C -0.0372 4.3802 0.6249
C 0.4801 -3.8032 2.6442
C 2.2502 -2.9733 0.7592
C -0.6788 0.9237 -3.3847
C 4.8757 0.2781 -4.1796
C -1.8996 4.3500 2.1456
C 3.1851 -2.5602 -0.3456
C 0.0599 2.9961 0.7095
C 0.6171 0.3196 -3.8670
C -0.9389 -1.9031 -1.2191
C -1.8021 2.9654 2.2378
C -2.2517 -0.7870 3.5445
C -1.9192 1.6942 -1.6278
C -2.2057 -0.1162 2.3238
C -4.5979 -0.4580 2.1085
H 0.6597 4.9303 0.0012
H -0.2692 -4.1155 3.3625
H 2.9907 0.9977 -4.8590
H 0.0061 0.8823 3.9141
H -3.4989 2.3668 -4.5303
H -2.4964 2.4233 2.8689
H 5.4241 0.7517 -4.9874
H -0.8134 -2.3819 1.6846
H 0.7070 -0.6672 3.3603
H 0.8413 2.4624 0.1765
H -1.0981 6.1379 1.2635
H -5.5111 -0.3266 1.5385
H -2.6648 4.8752 2.7083
H -1.4412 -1.6258 -2.1504
H 6.6650 -0.5651 -3.2666
H -1.4065 1.2118 -5.3553
H -5.5630 -1.5153 3.7179
H -3.7591 2.6912 -2.0597
H 3.6269 -4.3905 1.5384
H 1.4065 0.8539 2.7925
H -1.3468 -0.9108 4.1310
H 5.4712 -1.6518 -1.4389
H -3.3998 0.5285 0.6486
H -1.9953 1.8368 -0.5606
H -3.4629 -1.8084 4.9978
H 2.0169 -5.1472 3.3266

Forces on the atoms, in the same order (eV/Å):
Ir -0.27 -0.20 -0.18
P -0.24 0.06 0.09
F -0.27 0.04 0.04
F 0.30 0.08 -0.06
F -0.03 -0.13 -0.18
O 0.16 -0.10 -0.27
O 0.16 0.02 -0.10
N 0.03 -0.49 0.20
N -0.28 0.30 0.18
N -0.18 0.05 -0.18
N -0.12 -0.14 0.37
C -0.12 0.02 -0.15
C -0.05 0.04 0.11
C 0.05 0.05 -0.05
C 0.17 0.01 -0.05
C -0.16 -0.07 0.11
C 0.04 -0.17 0.10
C 0.03 0.04 0.10
C -0.01 -0.02 0.03
C 0.08 -0.08 0.03
C 0.03 0.09 -0.27
C 0.03 0.19 -0.32
C 0.12 0.07 -0.11
C 0.02 0.01 -0.03
C -0.28 0.01 0.04
C -0.04 -0.05 0.02
C 0.08 0.06 -0.03
C 0.02 -0.01 -0.16
C 0.00 -0.07 -0.02
C 0.01 -0.07 0.10
C -0.17 0.33 -0.16
C 0.29 -0.18 0.14
C 0.27 -0.10 0.10
C 0.00 -0.05 -0.04
C -0.15 0.25 0.09
C 0.04 0.05 0.09
C 0.04 0.20 0.36
C 0.49 0.17 0.17
C 0.02 0.04 -0.10
C -0.08 -0.06 0.16
C 0.09 -0.14 -0.02
C -0.08 0.04 0.02
C 0.06 0.00 0.02
H -0.05 -0.05 0.05
H 0.07 0.03 -0.06
H 0.02 -0.03 0.02
H 0.05 0.00 0.04
H 0.03 -0.02 0.02
H 0.02 0.00 -0.01
H -0.02 -0.06 0.09
H 0.09 0.05 0.02
H -0.01 0.07 -0.08
H -0.07 0.06 0.02
H 0.01 -0.08 0.00
H 0.06 -0.01 0.03
H 0.07 -0.05 -0.04
H -0.11 -0.05 -0.12
H -0.12 0.04 -0.03
H -0.03 0.02 0.04
H 0.07 0.03 -0.04
H 0.04 -0.03 -0.03
H -0.03 0.00 0.03
H -0.06 -0.04 0.06
H -0.15 -0.03 -0.06
H 0.00 -0.03 0.06
H 0.04 -0.01 -0.02
H -0.03 -0.05 0.02
H 0.01 0.04 -0.08
H -0.02 0.08 -0.08

LUMO energy (alpha / beta) = -0.097 / -2.100 eV
Kohn-Sham gap (alpha / beta) = 6.26 / 6.52 eV
Energy = -63938.841 eV
<S²> = 8.779
Multiplicity = 6

Results of the natural (NBO) charge analysis, in e, for atoms 1 through 6: 1.456 0.924 -0.381 -0.740 -0.392 -0.584

Computed, not measured: a cluster of 2 separate species, C6H18N3 in total at a distorted geometry, with ωB97M-V/def2-TZVPD.

Atoms and positions in Å:
N 0.8651 -0.5531 -1.5704
N 1.0472 -2.3091 0.2868
N 2.0244 -0.2301 0.5287
C -0.2811 2.8906 -0.7660
C -1.3133 2.1984 1.5076
C -1.3513 -2.4131 -0.4313
C 1.2825 -1.0586 -0.3570
C -0.0819 2.5933 0.6942
C -0.1292 -3.2588 -0.1824
H 1.7820 -2.5253 0.8603
H -1.1015 -1.4637 -0.2059
H 0.2704 -1.2936 -2.0835
H -2.1060 3.0131 1.3545
H 0.6239 3.2002 -1.2668
H -2.2304 -2.4949 0.0866
H 1.1134 0.4265 -1.7318
H -1.6130 -2.4603 -1.4490
H 2.1134 -0.5708 1.5089
H 0.6592 1.7962 0.9327
H -1.1707 1.8669 2.5972
H -0.3743 -3.8875 0.5864
H 0.4513 3.4520 1.2075
H -1.7762 1.2933 0.9947
H 0.3749 -3.9613 -0.9350
H -1.3205 3.2938 -0.9604
H -0.5260 2.0241 -1.4071
H 2.7679 0.4316 0.2006

Forces on the atoms, in the same order (eV/Å):
N -0.93 -2.30 -0.80
N -4.42 0.43 -3.36
N 0.48 1.01 0.42
C -2.09 -1.75 -0.88
C -1.92 -0.45 -0.79
C 1.43 -1.59 -2.14
C 1.46 -0.26 2.75
C 1.87 -0.09 2.46
C 3.78 1.33 -0.16
H 1.79 -1.63 1.35
H 1.07 3.43 0.37
H 1.39 2.92 0.43
H 0.92 -1.03 0.83
H -0.17 1.34 -0.06
H -1.98 -1.53 1.79
H -0.90 -1.05 -0.56
H -0.50 0.19 -1.50
H -0.11 0.69 -1.49
H -0.34 0.20 -0.93
H 0.02 0.98 -1.61
H -0.07 -1.62 2.36
H -0.89 -0.38 -0.64
H 0.49 0.87 0.60
H -1.51 1.27 0.14
H 1.57 1.27 0.23
H 0.44 -0.85 0.77
H -0.89 -1.41 0.42

LUMO energy (alpha / beta) = 0.964 / 0.885 eV
Kohn-Sham gap (alpha / beta) = 4.58 / 9.68 eV
Energy = -10979.352 eV
<S²> = 0.753
Multiplicity = 2

Results of the natural (NBO) charge analysis, in e, for atoms 1 through 6: -0.902 -0.671 -0.901 -0.645 -0.609 -0.646

Let's list energy relative to the best compared isomer or geometry (same formula, charge and spin) in order: 16.2 239.6 kJ/mol.